ORCA calculation (ωB97M-V/def2-TZVPD) on C4H7NO2 in the gas phase in a non-equilibrium geometry.

The molar mass comes out at 101.10 u. For the HOMO energy, the calculation gives -7.98 eV. As for the charge: 0. The structure (SMILES) is ONC1=C(O)CC1. As for the electronic energy: -361.7202 a.u. The calculation puts the energy relative to the best compared isomer or geometry (same formula, charge and spin) at 421.9 kJ/mol. As for the maximum force: 2.395 eV/A.

XYZ file:
```
14
C4H7NO2 (ωB97M-V/def2-TZVPD)
O -1.51148 1.45050 1.15194
N -1.29624 1.25117 -0.26062
C -0.26629 0.26775 -0.25895
C 0.35211 -0.44492 0.67723
O 0.32887 -0.49621 2.02201
C 1.27348 -1.12362 -0.29934
C 0.53460 -0.28281 -1.39415
H -2.01348 2.26323 1.28288
H -1.89051 0.45131 -0.57448
H -0.34268 0.15559 2.28343
H 2.33301 -0.86448 -0.19778
H 1.17891 -2.21000 -0.39482
H 1.16398 0.47323 -1.86989
H 0.02509 -0.87212 -2.16440
```



ORCA calculation (ωB97M-V/def2-TZVPD) on C36H34BI2MoN10O3 as an isolated structure in a non-equilibrium geometry.

The molar mass comes out at 1015.30 u. For the HOMO energy (spin up / spin down), the calculation gives -10.06 / -10.15 eV. As for the charge: +1. As for the electronic energy: -2853.9967 a.u. Its multiplicity is 3. As for the maximum force: 1.795 eV/A.

XYZ file:
```
87
C36H34BI2MoN10O3 (ωB97M-V/def2-TZVPD)
Mo 0.44194 -0.13911 0.12893
C -1.11957 -3.25095 1.77821
C -1.86820 -2.36388 0.83038
C -3.23921 -2.44975 0.59866
C -3.51760 -1.56019 -0.42288
C -4.81897 -1.25400 -1.08552
N -2.36618 -0.97505 -0.76816
N -1.34417 -1.44037 -0.00209
B -2.02556 -0.20409 -2.04363
N -0.77839 -0.88668 -2.68122
N 0.44133 -0.80345 -2.07607
C 1.35779 -1.11026 -3.00390
C 2.83241 -1.02384 -2.78777
C 0.71832 -1.43711 -4.19824
C -0.63361 -1.27129 -3.95829
C -1.77997 -1.44286 -4.89832
N -1.57570 1.24457 -1.75642
N -0.32553 1.42768 -1.24642
C 0.03132 2.69015 -1.50001
C 1.37163 3.26833 -1.19563
C -1.01378 3.32817 -2.17444
C -2.00654 2.38093 -2.32813
C -3.34140 2.50438 -2.98539
H -1.80253 -4.01742 2.13769
H -0.29188 -3.75543 1.28168
H -0.73423 -2.73045 2.65124
H -3.93647 -3.09933 1.10456
H -5.61993 -1.79591 -0.58799
H -5.04017 -0.18569 -1.03602
H -4.80798 -1.54343 -2.13791
H -2.94441 -0.21031 -2.80564
H 3.09213 -0.09215 -2.28781
H 3.21828 -1.86096 -2.20375
H 3.33542 -1.03906 -3.75249
H 1.18631 -1.72973 -5.12609
H -1.43104 -1.92256 -5.80986
H -2.56735 -2.05458 -4.45840
H -2.21686 -0.47902 -5.16544
H 2.11186 2.48928 -1.03447
H 1.69321 3.87763 -2.04043
H 1.34107 3.91271 -0.31534
H -1.03101 4.35005 -2.52307
H -3.59521 3.55659 -3.09229
H -3.34037 2.05428 -3.98058
H -4.12050 2.01433 -2.40074
O 2.29221 -0.95215 3.53689
C 1.65389 -1.14906 2.54209
N 0.43411 -0.57244 2.17581
C -0.47654 -0.34445 3.22013
O -0.31116 -0.82864 4.31581
C -1.71024 0.49997 2.99238
C -2.44551 0.84155 4.12139
C -3.56584 1.63722 3.96902
C -3.90857 2.06099 2.69531
C -3.12435 1.64883 1.62792
N -2.05120 0.87984 1.76875
C 2.06809 -2.13184 1.48856
C 2.96048 -3.14102 1.75843
C 3.13764 -4.13883 0.81445
C 2.36908 -4.09185 -0.33967
C 1.51882 -3.02512 -0.54950
N 1.40217 -2.01678 0.32378
H -2.11785 0.47900 5.08518
H -4.16214 1.92390 4.82593
H -4.76331 2.70332 2.52349
H -3.36982 1.95263 0.61454
H 3.46596 -3.13262 2.71577
H 3.83350 -4.95173 0.98189
H 2.41794 -4.88055 -1.07758
H 0.90229 -2.97055 -1.43233
I -0.44594 4.14291 2.91664
C 1.39935 3.24690 2.55936
C 2.58192 3.72657 3.14822
C 3.79120 3.14140 2.88041
I 5.50793 3.92279 3.78534
C 3.87453 2.03774 1.99845
C 5.04600 1.33370 1.65821
C 4.96755 0.27768 0.78974
C 3.73672 -0.08346 0.24014
N 2.60550 0.54315 0.52033
C 2.67566 1.58101 1.41253
C 1.42592 2.17166 1.69795
O 0.37921 1.69102 1.07591
H 2.53134 4.56688 3.82778
H 5.99731 1.62702 2.08590
H 5.84953 -0.28846 0.51802
H 3.68786 -0.90830 -0.45387
```



ORCA calculation (ωB97M-V/def2-TZVPD) on C18H26BrIN2RuSi2Te as an isolated structure.

The molar mass comes out at 762.07 u. For the HOMO energy (spin up / spin down), the calculation gives -6.85 / -7.50 eV. As for the charge: 0. As for the electronic energy: -4624.6487 a.u. Its multiplicity is 5. As for the maximum force: 0.639 eV/A.

XYZ file:
```
52
C18H26BrIN2RuSi2Te (ωB97M-V/def2-TZVPD)
Ru -0.14684 -0.59095 0.33366
C 3.39400 -0.04118 3.29513
Si 1.74855 0.64229 2.73705
C 1.63730 2.48242 3.07479
C 0.37722 -0.20657 3.67077
N 1.51055 0.28528 1.02881
C 2.32211 0.65223 -0.00725
C 3.42030 1.52762 0.11444
C 4.21394 1.81748 -0.96480
C 3.92838 1.25526 -2.21830
C 2.85548 0.41637 -2.37339
C 2.02019 0.08675 -1.28216
N 0.94283 -0.75443 -1.33723
Si 0.29810 -1.74929 -2.67273
C 1.06488 -1.39757 -4.34953
C 0.63994 -3.54636 -2.31731
C -1.51488 -1.35815 -2.85637
H 3.53193 0.14393 4.36159
H 4.24033 0.39713 2.76953
H 3.42544 -1.11969 3.13603
H 1.67156 2.65941 4.15116
H 0.69139 2.88610 2.70832
H 2.44229 3.05729 2.61984
H 0.44958 0.05971 4.72577
H 0.43847 -1.29166 3.58268
H -0.61544 0.09770 3.32674
H 3.64024 1.97160 1.07492
H 5.05886 2.48332 -0.85007
H 4.55176 1.49011 -3.06990
H 2.64231 0.00562 -3.34616
H 2.11172 -1.68787 -4.41954
H 0.96116 -0.36105 -4.66964
H 0.51479 -2.01500 -5.06414
H 1.70623 -3.69507 -2.13866
H 0.36163 -4.14465 -3.18668
H 0.09754 -3.92398 -1.45234
H -1.64340 -0.30503 -3.11950
H -2.08211 -1.55795 -1.94674
H -1.94615 -1.95655 -3.66053
Br -4.39779 3.60092 -0.63592
C -4.75717 1.95888 0.22126
C -6.08187 1.55521 0.32831
C -6.39217 0.35670 0.94885
C -5.38511 -0.44208 1.46696
C -4.06243 -0.04280 1.36571
C -3.74961 1.15670 0.74030
I -1.74281 1.70369 0.61856
H -6.86141 2.18446 -0.07679
H -7.42615 0.04913 1.02397
H -5.62155 -1.37958 1.95003
H -3.27246 -0.67098 1.75449
Te -1.21165 -2.74483 0.88601
```



ORCA calculation (ωB97M-V/def2-TZVPD) on a 2-piece molecular cluster, C10H10N2O2 overall in a non-equilibrium geometry.

The molar mass comes out at 190.20 u. For the HOMO energy, the calculation gives -7.82 eV. As for the charge: 0. The structure (SMILES) is O=c1cc[nH]c(=O)[nH]1.c1ccccc1. As for the electronic energy: -646.9717 a.u. The calculation puts the energy relative to the best compared isomer or geometry (same formula, charge and spin) at 342.0 kJ/mol. As for the maximum force: 6.559 eV/A.

XYZ file:
```
24
C10H10N2O2 (ωB97M-V/def2-TZVPD)
O 4.26487 -1.68529 0.69639
C 3.48732 -0.79754 0.39619
C 3.77596 0.70514 0.35811
C 2.80591 1.43634 -0.23446
N 1.56934 0.93621 -0.64382
C 1.14016 -0.37900 -0.42614
O 0.04106 -0.84049 -0.73018
N 2.11927 -1.12066 0.20673
H 4.79654 1.11471 0.52381
H 3.04942 2.47463 -0.38930
H 0.87749 1.45605 -1.15495
H 1.98963 -2.13785 0.13948
C -1.96430 -0.61163 -1.02395
C -1.35108 0.59418 -0.51415
C -2.07090 1.11752 0.57572
C -3.07196 0.44970 1.25595
C -3.52579 -0.81475 0.72918
C -2.99220 -1.23466 -0.41729
H -1.65727 -1.05862 -1.91560
H -0.62299 1.12881 -1.05379
H -1.63997 1.91693 1.13527
H -3.35621 0.91781 2.20509
H -4.25449 -1.42999 1.23018
H -3.40981 -2.13755 -0.94847
```